The following is a quantum chemistry calculation of a molecular structure, C52H66AsN2O3PPdS at a distorted geometry, from the Open Molecules 2025 dataset.

Structure (XYZ):
```
127
Properties=species:S:1:pos:R:3:lowdin_charge:R:1
C -1.85020 1.27966 -6.18012 -0.0701
H -5.79827 0.07088 -0.85185 0.1260
C -0.35508 0.71096 -4.37180 -0.4116
C 2.60668 0.77075 1.97711 -0.2113
C 2.47913 -1.92594 5.57449 -0.0059
H -1.07834 -0.18487 3.57512 0.0610
C 2.51761 3.29651 2.99049 -0.1766
H -1.18843 -5.38228 -6.08157 0.1130
C 1.76150 -4.52348 -2.36512 0.0223
C 0.55003 -2.59397 -5.25626 -0.2057
H 0.47496 2.91085 3.60747 0.0900
H -3.59215 2.04874 5.21014 0.1204
H 2.65149 1.38943 1.07890 0.0995
H -1.57219 -2.90354 -2.61835 0.0734
H -2.82911 1.43667 -3.54322 0.0740
H -0.93216 5.92857 -0.55971 0.1197
C 3.81253 1.09365 2.85460 -0.1734
C -0.47219 2.97950 -5.18302 -0.0736
C -0.79447 4.97649 -0.04972 -0.1802
C -1.53101 0.54456 2.91411 -0.3977
C -2.00251 4.07081 -0.28505 -0.1620
C 0.13195 -1.35185 5.76417 -0.0041
C 0.47759 4.28115 -0.56133 -0.1640
C -2.71561 -0.19805 2.26221 -0.2101
N 2.00122 -2.75760 1.68311 0.0563
H 3.33464 -5.01059 -0.37077 0.1304
H -2.48474 1.98485 -1.90555 0.0533
As 0.60664 -0.62541 -3.27276 1.3334
C -1.10899 -3.10495 -3.57490 -0.1514
H 4.20958 -1.08693 -7.76904 0.1114
H 1.83040 -5.59424 -2.15399 0.1082
H 3.30784 -2.28827 4.98421 0.1111
C 2.67089 -1.56013 6.89484 -0.0406
C -3.04069 1.26521 -2.48868 -0.2755
C 0.33063 -0.99694 7.08171 -0.0379
C 3.79810 -4.45699 2.12262 -0.0146
H -2.24401 -4.90074 -3.89860 0.1093
C 1.43288 2.38867 3.56710 -0.1681
C 3.59657 -1.00682 -6.88024 -0.0637
H -2.91044 -0.34443 5.37399 0.0986
H 0.89594 -4.33152 -2.98821 0.0589
H -2.03592 3.83053 -1.35104 0.1035
C -3.42993 1.45496 4.31021 -0.1728
C -1.91033 2.78314 0.56765 -0.1803
H -0.12980 4.00726 -5.14441 0.1082
H -5.09050 0.88465 -3.04747 0.1228
H 4.36264 -5.22127 1.59513 0.0912
H 4.48587 -3.73135 2.55851 0.0898
H 4.55309 3.06315 2.31627 0.1157
H 3.65505 -1.64275 7.33934 0.1195
H -2.30797 1.93123 0.02627 0.0637
S -2.36153 -0.37317 -2.06774 0.9463
H -1.84618 3.33897 -6.79412 0.1112
C 1.59826 -1.10034 7.65216 -0.0267
H -2.92570 4.60094 -0.05131 0.1205
C -1.48545 -4.23400 -4.29370 -0.0814
N 2.16058 -2.54865 2.88185 0.1243
H 1.20138 0.26499 3.51157 0.0757
C 3.89971 2.61980 3.06887 -0.1663
C -1.42874 2.60275 -6.11574 -0.0732
H 3.34926 0.79360 -4.01607 0.0983
H 4.76302 0.58952 -6.04271 0.1084
C 3.11553 0.05281 -4.77363 -0.1009
H 2.61693 -0.26381 1.64637 0.0697
H -1.32759 1.81779 4.64417 0.1148
H -4.62869 -0.16163 5.07485 0.1163
H 0.01155 2.22779 -1.15121 0.0921
H -4.39007 0.78906 -0.07355 0.0878
Pd 0.22115 -1.33535 0.77841 0.7871
H -2.58508 0.97305 -6.91610 0.1123
C -3.92311 -0.92569 -1.29710 -0.2847
P -0.17281 0.85175 1.71037 1.1773
C -1.32569 0.33608 -5.30173 -0.1221
C -4.53845 1.25395 -2.18063 -0.1932
H -4.90422 2.25905 -1.96362 0.1250
H -3.03877 -1.84844 3.60331 0.1094
H 0.62596 -3.94989 -6.92618 0.1137
H 4.73082 0.72755 2.39477 0.1168
H -3.34353 0.50728 1.71917 0.0910
C -4.74507 0.31919 -0.99005 -0.2180
C -2.00700 1.72200 3.79246 -0.1719
H 1.74787 -0.82768 8.68904 0.1216
C 0.05784 2.03696 -4.30875 -0.1291
C 2.68770 -4.19726 -0.07043 0.0832
C 1.20490 -1.81301 4.99310 -0.1589
C 1.69264 -3.75971 -1.08400 -0.3863
C 1.00701 -2.10298 3.57761 -0.3758
C -0.44921 2.49183 0.93436 -0.3797
C 1.31536 1.05836 2.78050 -0.3873
H 2.53671 4.22912 3.55451 0.1222
H 1.69767 2.14960 4.60026 0.1303
H -0.50257 -0.63948 7.67488 0.1192
H 3.69713 0.57778 3.81394 0.1088
H 0.58165 4.45542 -1.63333 0.1109
H -0.13956 3.17191 1.73319 0.1060
H 1.44528 2.38211 -0.15671 0.0904
H -4.52375 -1.14127 2.97618 0.1156
C 0.43365 2.76164 -0.29597 -0.1805
C -0.88051 -4.51423 -5.51119 -0.0602
H 0.80918 2.33647 -3.58294 0.0906
H 2.67315 -4.23430 -2.90106 0.1219
O -0.07988 -2.00916 3.01532 0.0025
O -1.37847 -0.17787 -0.90144 -0.6613
H -0.85381 -1.26971 5.31923 0.1004
C 3.90617 -0.06048 -5.91334 -0.0730
H 3.25387 -4.91825 2.94791 0.0948
H -2.34048 -0.93299 1.55648 0.0695
H 2.27713 3.55693 1.95420 0.0977
C 2.82784 -3.77051 1.19568 -0.2528
O 0.88081 -2.86982 -0.93198 -0.0346
H -1.65041 -0.69429 -5.37314 0.1033
H 4.35038 2.81977 4.04251 0.1156
H 1.35302 4.72031 -0.07746 0.1086
C -3.64555 -0.02755 4.62552 -0.1729
H 2.28463 -2.59629 -7.47224 0.1110
H -1.98573 2.67601 3.26492 0.0915
C 2.01687 -0.77682 -4.61985 -0.3339
C 2.50805 -1.85219 -6.71649 -0.0119
H -4.17251 1.77876 3.57476 0.1194
H -4.41234 -1.54620 -2.05347 0.1032
H -0.70662 5.20738 1.01692 0.1169
C 1.71220 -1.74555 -5.57944 -0.2025
C -0.11859 -2.26428 -4.06459 -0.3681
C 0.14043 -3.70444 -5.98838 -0.0079
C -3.52814 -0.90465 3.35653 -0.1603
H -2.51296 2.90474 1.46656 0.1006
H -3.66490 -1.52900 -0.42806 0.0882
```

Output
- DFT total energy (eV) = -148544.865
- maximum force (eV/Å) = 2.8
- HOMO (alpha / beta) (eV) = -12.09 / -12.09
- total charge = +2
- energy relative to the best compared isomer or geometry (same formula, charge and spin) (kJ/mol) = 258.74